Entry 1:
Entry from the Open Molecules 2025 dataset: a structure of composition C22H50N3P3SeTc (ωB97M-V/def2-TZVPD).

## Properties
Energy above the lowest of the compared OMol25 structures with the same formula, charge and spin: 20.9 kcal per mole
E_HOMO (spin up / spin down): -19.5 / -19.4 eV
<S²>: 3.7870
HOMO-LUMO gap (spin up / spin down): 6.791 / 4.634 eV
Net charge: +4
Multiplicity: 4

Positions of all 80 atoms, in Å:
Tc -0.896 0.624 -0.043
Se -0.408 -2.739 -1.252
P -0.012 2.827 0.101
P -0.764 0.970 -2.331
P -3.211 1.013 -0.045
N -0.309 0.248 2.024
N 0.553 -0.142 4.108
N 2.089 -0.026 2.299
C 3.088 0.934 2.843
C 1.404 3.290 -0.930
C 1.600 -0.432 5.076
C -3.982 1.763 1.481
C -1.238 2.552 -3.200
C -4.193 -0.532 -0.181
C -0.491 -5.531 -2.393
C 1.514 -6.930 -2.628
C 0.900 0.757 -3.129
C 0.764 0.034 2.783
C 1.666 -4.631 -1.807
C -1.178 4.243 -0.155
C 2.263 -5.846 -2.151
C 3.291 -1.740 -1.436
C -0.801 -0.103 4.640
C -4.173 2.084 -1.218
C 0.131 -6.741 -2.732
C 0.269 -4.421 -1.888
C 0.663 3.337 1.728
C 3.833 -0.532 -1.201
C -1.687 -0.133 -3.482
C 2.653 -1.369 2.067
H -1.340 -1.165 -3.336
H 3.797 0.479 3.559
H -2.760 -0.097 -3.268
H -1.221 2.394 -4.289
H -4.131 1.651 -2.223
H -0.576 3.394 -2.982
H 1.599 1.570 -2.899
H -1.427 1.680 0.992
H 0.776 0.729 -4.222
H -2.255 2.852 -2.931
H 3.281 -2.189 -2.427
H 1.706 3.017 1.832
H -1.414 4.393 -1.211
H 2.218 2.569 -0.791
H -3.797 3.117 -1.236
H 0.087 2.957 2.580
H -4.025 0.986 2.246
H -1.161 0.101 2.592
H 0.649 4.432 1.788
H 1.137 3.346 -1.986
H 3.666 -1.259 1.661
H 2.589 1.787 3.325
H -5.236 -0.346 0.107
H 3.925 -0.193 -0.174
H -0.702 5.163 0.208
H -2.116 4.129 0.399
H -1.248 0.896 4.544
H -0.737 -0.332 5.701
H -5.005 2.050 1.243
H -5.218 2.125 -0.897
H 1.376 -0.174 -2.804
H -0.473 -7.570 -3.089
H 2.729 -1.981 2.987
H 2.049 -1.904 1.321
H 2.299 -3.818 -1.452
H 3.688 1.314 2.002
H -1.577 -5.425 -2.488
H 1.987 -7.877 -2.909
H -1.527 0.163 -4.532
H -3.438 2.635 1.861
H -4.117 -0.859 -1.225
H 2.218 0.452 5.281
H 2.900 -2.293 -0.569
H -3.739 -1.285 0.477
H -1.433 -0.872 4.173
H 1.105 -0.700 6.012
H 2.232 -1.277 4.771
H 3.335 -5.972 -2.054
H 4.221 0.100 -1.992
H 1.763 4.280 -0.629

=====

Entry 2:
Entry from the Open Molecules 2025 dataset: a structure of composition C22H51AlBN4O2Si2 (ωB97M-V/def2-TZVPD).

## Properties
Energy above the lowest of the compared OMol25 structures with the same formula, charge and spin: 0.0 kcal per mole
E_HOMO: -11.3 eV
HOMO-LUMO gap: 9.333 eV
Net charge: +1
Multiplicity: 1

Positions of all 83 atoms, in Å:
Si 3.055 0.511 -1.295
Si -3.306 0.034 -0.572
Al -0.034 -0.278 0.000
O -0.410 -1.242 -3.176
O 0.894 1.067 -5.381
N 0.724 -1.509 1.236
N 1.212 -1.238 2.514
N -0.095 1.234 1.176
N 0.425 1.251 2.470
C -0.881 3.042 2.246
C 2.229 0.852 -5.836
C -0.427 -3.728 -3.386
C -3.920 0.367 1.164
C -1.800 -1.096 -0.442
C -1.578 -0.727 -3.930
C 3.700 0.267 0.439
C 0.467 2.404 -5.135
C 2.293 0.811 -7.355
C 1.504 -2.405 3.119
C 1.189 -3.451 2.246
C 4.116 -0.553 -2.426
C -4.630 -0.892 -1.539
C 0.385 -2.495 -3.655
C 0.730 -2.854 1.074
C -3.036 1.638 -1.515
C -0.724 2.749 -6.013
C 3.237 2.294 -1.818
C 1.260 0.001 -1.508
C -1.448 -1.043 -5.388
C -0.060 2.324 3.114
C -0.842 2.357 1.031
B 1.440 0.211 3.047
H -2.475 -1.182 -3.488
H -3.138 0.785 1.811
H -3.595 1.604 -2.460
H 3.974 -0.300 -3.481
H -0.586 -3.877 -2.310
H 3.887 -1.616 -2.301
H 4.794 0.126 0.416
H 1.912 -2.428 4.118
H -0.547 -0.588 -5.818
H 0.865 0.710 -2.258
H 1.454 -0.940 -2.037
H -0.443 2.749 -7.077
H -1.461 -2.119 -5.592
H 0.107 -4.612 -3.745
H 0.186 2.450 -4.070
H -1.463 3.919 2.463
H -4.767 1.066 1.153
H -1.584 0.352 -3.742
H -3.426 2.474 -0.919
H 0.215 2.522 4.142
H 2.539 -0.114 -5.405
H 5.178 -0.422 -2.187
H 1.543 0.126 -7.768
H -1.927 -1.900 -1.202
H -4.517 -0.759 -2.621
H 1.340 0.199 4.260
H -1.986 1.847 -1.755
H 2.649 2.499 -2.723
H 3.246 -0.616 0.914
H 2.893 1.635 -5.434
H -2.311 -0.596 -5.893
H 4.291 2.519 -2.029
H 1.325 -2.455 -3.091
H 2.129 1.813 -7.772
H 2.585 0.568 2.869
H 0.411 -3.310 0.143
H -0.423 -1.139 -2.150
H -1.965 -1.663 0.509
H -1.292 2.629 0.087
H -4.251 -0.580 1.613
H 1.255 -4.506 2.438
H -5.618 -0.518 -1.243
H -1.552 2.043 -5.868
H 1.295 3.106 -5.310
H -4.584 -1.965 -1.318
H -1.076 3.755 -5.767
H 3.283 0.468 -7.667
H 3.472 1.143 1.061
H 2.892 2.966 -1.022
H 0.564 -2.270 -4.710
H -1.385 -3.699 -3.914